The following is a DFT calculation (ωB97M-V with the def2-TZVPD basis set) of a gas-phase ion, C5H10NO4 (charge +1).

E   -15017.980 eV
Multiplicity   1
Lowest unoccupied orbital energy   -3.222 eV
SMILES string   O=COCC[NH2+]/C(O)=C\O
Relative energy (zero: lowest compared OMol25 entry of this formula, charge and spin)   2.253 eV
HOMO energy   -13.0 eV
Charge   +1

Last columns: bonded neighbours and bond lengths (Å).
CARTESIAN COORDINATES (ANGSTROEM)
1 C 1.60 -1.43 -1.81  O7 1.190, O8 1.466, H11 1.144
2 C -1.50 -0.72 0.01  C3 1.545, N6 1.593, H12 1.134, H13 1.118
3 C -0.22 -1.57 -0.11  C2 1.545, O8 1.451, H14 1.095, H15 1.055
4 C -0.28 1.38 0.22  C5 1.322, N6 1.471, O9 1.394
5 C 0.90 1.47 0.80  C4 1.322, O10 1.336, H16 1.109
6 N -1.30 0.58 0.91  C2 1.593, C4 1.471, H17 1.113, H18 1.067
7 O 1.60 -2.62 -1.83  C1 1.190
8 O 0.59 -0.75 -1.00  C1 1.466, C3 1.451
9 O -0.48 1.81 -1.09  C4 1.394, H19 0.974
10 O 0.86 1.07 2.07  C5 1.336, H20 0.997
11 H 2.27 -0.66 -2.32  C1 1.144
12 H -1.76 -0.36 -1.03  C2 1.134
13 H -2.44 -1.24 0.31  C2 1.118
14 H 0.34 -1.75 0.81  C3 1.095
15 H -0.46 -2.53 -0.48  C3 1.055
16 H 1.82 1.89 0.34  C5 1.109
17 H -2.32 1.03 0.96  N6 1.113
18 H -0.79 0.35 1.82  N6 1.067
19 H 0.17 2.50 -1.31  O9 0.974
20 H 1.41 1.55 2.75  O10 0.997